*w*
{"formula": "C5H15NO", "method": "ωB97M-V/def2-TZVPD", "symbols": ["O", "N", "C", "C", "C", "C", "C", "H", "H", "H", "H", "H", "H", "H", "H", "H", "H", "H", "H", "H", "H", "H"], "xyz": [[0.4438, -0.4818, 1.6764], [-0.4952, 1.6019, 0.3503], [-1.3118, -0.6988, 0.7090], [-0.1371, 2.1283, -0.9581], [-1.0770, -2.0818, 0.2060], [0.6518, 1.1070, -1.7686], [1.5850, -1.1104, 1.2059], [1.5747, 0.8356, -1.2549], [0.9118, 1.5141, -2.7465], [-0.3329, -2.0883, -0.5938], [-2.0031, -2.4620, -0.2405], [0.2499, 1.1353, 0.9035], [1.6679, -2.1698, 1.5028], [-1.6943, -0.5969, 1.7137], [1.6514, -1.0945, 0.0977], [-1.0404, 2.2507, 0.9053], [-1.0555, 2.3895, -1.4953], [-1.8856, -0.1048, 0.0094], [0.0692, 0.1985, -1.9212], [0.4518, 3.0552, -0.8772], [-0.7110, -2.7311, 0.9957], [2.4865, -0.5958, 1.5802]], "lowdin_charge": [-0.301, -0.049, 0.009, -0.328, -0.128, -0.101, -0.250, 0.063, 0.069, 0.072, 0.086, 0.060, 0.070, 0.090, 0.061, 0.085, 0.102, 0.074, 0.062, 0.098, 0.076, 0.082], "homo_lumo_gap_ev": 8.849, "e_lumo_ev": 0.5}



*x*
{"formula": "C5H15NO", "method": "ωB97M-V/def2-TZVPD", "symbols": ["O", "N", "C", "C", "C", "C", "C", "H", "H", "H", "H", "H", "H", "H", "H", "H", "H", "H", "H", "H", "H", "H"], "xyz": [[1.8729, -2.1478, -1.0906], [0.6921, 0.3594, -0.2951], [-0.6421, -0.2644, -2.3265], [0.6490, 1.1359, 0.9774], [-0.4508, 0.7446, -1.1600], [-0.5527, 0.8760, 1.8762], [-0.6394, -0.6066, 2.1196], [-1.3122, 0.6986, -0.4980], [-0.5534, 1.8329, -1.3354], [-1.4896, -1.0236, 2.6646], [-1.5000, 1.2199, 1.4443], [1.9557, -2.6838, -1.8876], [-0.6778, -1.0466, 1.1134], [1.5385, 1.0873, 1.6013], [-1.2176, 0.3894, -2.9945], [-0.4825, 1.4616, 2.8252], [0.3644, -0.9930, 2.3901], [1.0197, -2.3853, -0.7013], [-1.0946, -1.1561, -1.9158], [1.5623, 0.7040, -0.6873], [0.3136, -0.4240, -2.8489], [0.6447, 2.2217, 0.7287]], "lowdin_charge": [-0.075, -0.083, -0.082, -0.259, -0.290, -0.283, -0.124, 0.081, 0.113, 0.073, 0.092, 0.034, 0.051, 0.111, 0.067, 0.116, 0.087, 0.027, 0.064, 0.104, 0.067, 0.109], "homo_lumo_gap_ev": 9.750, "e_lumo_ev": 1.0, "smiles": "CCCNCC.O"}



*y*
{"formula": "C5H15NO", "method": "ωB97M-V/def2-TZVPD", "symbols": ["O", "N", "C", "C", "C", "C", "C", "H", "H", "H", "H", "H", "H", "H", "H", "H", "H", "H", "H", "H", "H", "H"], "xyz": [[0.0045, -1.0943, -6.9918], [-0.5584, 0.3901, 1.0953], [-0.4486, -0.1106, -0.2766], [0.5502, -0.0180, 1.9788], [0.2263, 0.4531, 3.3938], [-1.8200, -0.1932, -0.9380], [1.9151, 0.5402, 1.5125], [2.2012, 1.4620, 2.0219], [-2.2388, 0.7917, -1.1368], [-0.8705, -0.8888, -7.3261], [1.0259, 1.0538, 3.7909], [0.6343, -1.0943, 1.9089], [-0.0184, -2.0044, -6.6728], [0.0830, -1.0604, -0.2391], [2.7143, -0.2016, 1.6360], [1.9587, 0.7496, 0.4471], [-2.5582, -0.6045, -0.2367], [-0.6948, 1.0377, 3.4701], [-0.5786, 1.4051, 1.0691], [0.1335, 0.5970, -0.8695], [0.0925, -0.3292, 4.1352], [-1.7534, -0.8811, -1.7723]], "lowdin_charge": [-0.062, -0.071, -0.300, -0.436, -0.065, -0.102, -0.068, 0.068, 0.067, 0.028, 0.055, 0.121, 0.034, 0.113, 0.077, 0.056, 0.069, 0.075, 0.112, 0.098, 0.068, 0.063], "homo_lumo_gap_ev": 9.513, "e_lumo_ev": 0.9, "smiles": "CCNC(C)C.O"}



It comes down to *y*, which is 52.1 kJ/mol more stable than the next structure.



*w*
{"formula": "C5H15NO", "method": "ωB97M-V/def2-TZVPD", "symbols": ["O", "N", "C", "C", "C", "C", "C", "H", "H", "H", "H", "H", "H", "H", "H", "H", "H", "H", "H", "H", "H", "H"], "xyz": [[2.2379, -1.9117, -0.9658], [-2.3424, 0.1076, -0.5749], [0.9225, 0.6335, -1.0073], [-0.2333, 2.0719, 0.5831], [-0.3017, -0.4246, 0.9419], [0.0401, -1.8171, 0.5756], [0.5488, 0.7357, 0.4702], [-0.7100, -2.5785, 0.8104], [3.1029, -1.5260, -1.1619], [-0.5086, -0.3736, 2.0136], [0.0926, -2.0087, -0.4965], [-0.5919, 2.1447, 1.6229], [1.4749, 0.7230, 1.0661], [-2.4760, -0.4131, -1.4431], [-1.1676, 1.9831, 0.0427], [-3.1904, 0.0223, -0.0173], [1.0454, -2.0598, 0.9741], [0.4171, 2.9291, 0.4521], [-1.3369, -0.1728, 0.2198], [-0.0102, 0.7804, -1.5627], [1.5784, 1.4706, -1.2557], [1.4086, -0.3159, -1.2874]], "lowdin_charge": [-0.356, 0.080, -0.086, -0.077, -0.125, -0.104, -0.391, 0.092, -0.068, 0.137, 0.072, 0.077, 0.170, 0.043, 0.051, 0.032, 0.114, 0.083, 0.066, 0.077, 0.085, 0.029], "homo_lumo_gap_ev": 4.141, "e_lumo_ev": -3.4}



*x*
{"formula": "C5H15NO", "method": "ωB97M-V/def2-TZVPD", "symbols": ["O", "N", "C", "C", "C", "C", "C", "H", "H", "H", "H", "H", "H", "H", "H", "H", "H", "H", "H", "H", "H", "H"], "xyz": [[2.8545, 1.4647, -0.3351], [-0.2767, 0.4397, 0.2116], [0.3091, -1.2289, 2.0787], [-0.0382, -0.3917, -2.1778], [-1.4701, 1.1792, -0.1911], [-0.0703, -0.7334, -0.6945], [-0.5232, -0.0825, 1.5556], [-0.6827, 0.4576, -2.4357], [-0.4167, 0.7105, 2.2879], [2.2491, 0.7684, -0.6424], [0.2598, -2.1419, 1.4815], [0.9653, -0.1382, -2.5020], [1.3592, -0.9769, 2.1385], [-0.8320, -1.4804, -0.4449], [-1.5798, -0.3616, 1.6835], [2.7797, 2.1626, -1.0030], [0.9053, -1.1551, -0.4464], [-1.2526, 1.7845, -1.0602], [-0.3442, -1.2115, -2.8126], [-1.7231, 1.8757, 0.6145], [-0.1301, -1.4932, 3.0383], [-2.3423, 0.5525, -0.3444]], "lowdin_charge": [-0.070, -0.209, -0.100, -0.082, -0.116, -0.265, -0.296, 0.061, 0.112, 0.002, 0.063, 0.064, 0.077, 0.114, 0.111, 0.037, 0.103, 0.069, 0.070, 0.089, 0.077, 0.088], "homo_lumo_gap_ev": 9.757, "e_lumo_ev": 1.0, "smiles": "CCN(C)CC.O"}



*y*
{"formula": "C5H15NO", "method": "ωB97M-V/def2-TZVPD", "symbols": ["O", "N", "C", "C", "C", "C", "C", "H", "H", "H", "H", "H", "H", "H", "H", "H", "H", "H", "H", "H", "H", "H"], "xyz": [[3.5810, 1.6814, -0.8708], [-0.4877, -0.4982, -0.7116], [-0.6784, 0.4404, 1.5967], [0.1567, -1.5739, -1.4951], [0.1168, -0.4240, 0.6025], [-1.8948, -0.2099, 2.1811], [-0.4059, 0.7780, -1.4057], [0.7731, -2.1893, -0.8508], [1.1381, -0.0272, 0.5289], [-0.9823, 1.3358, 1.0625], [-0.6255, -2.1794, -1.9429], [-2.4080, 0.5040, 2.8133], [-0.0800, 0.7965, 2.3923], [0.7587, -1.1937, -2.3247], [-1.1833, 1.4436, -1.0278], [-1.6454, -1.0442, 2.8524], [2.8876, 1.8210, -1.5232], [0.5756, 1.2648, -1.3084], [-2.6216, -0.6595, 1.5122], [0.0827, -1.4376, 1.0156], [3.6336, 0.7426, -0.6499], [-0.6909, 0.6288, -2.4466]], "lowdin_charge": [-0.066, -0.261, -0.246, -0.089, -0.240, -0.121, -0.107, 0.071, 0.110, 0.090, 0.076, 0.066, 0.094, 0.075, 0.076, 0.074, 0.017, 0.075, 0.072, 0.116, 0.032, 0.084], "homo_lumo_gap_ev": 9.471, "e_lumo_ev": 0.8, "smiles": "CCCN(C)C.O"}



*z*
{"formula": "C5H15NO", "method": "ωB97M-V/def2-TZVPD", "symbols": ["O", "N", "C", "C", "C", "C", "C", "H", "H", "H", "H", "H", "H", "H", "H", "H", "H", "H", "H", "H", "H", "H"], "xyz": [[-1.6371, -3.4657, -2.3887], [-0.0769, 0.3611, 0.1084], [-0.7712, -0.7343, -0.5584], [-0.8254, 0.6663, 1.3232], [-0.8480, 2.1452, 1.5408], [1.2967, 0.0435, 0.3868], [2.2123, 0.5828, -0.7271], [0.1479, 2.5693, 1.7528], [-1.6127, -2.5141, -2.6377], [-1.4920, 2.3019, 2.4224], [1.9626, 1.6079, -1.0485], [1.6225, -1.0116, 0.4645], [-1.2857, 2.6859, 0.6848], [-0.8782, -3.5805, -1.7729], [-0.7579, -1.6455, 0.0629], [1.6898, 0.5831, 1.2698], [-0.2483, -0.9469, -1.5060], [-1.8046, 0.1830, 1.1418], [2.2409, -0.0679, -1.6172], [3.2145, 0.5929, -0.2664], [-1.8199, -0.4783, -0.7850], [-0.3292, 0.1218, 2.1496]], "lowdin_charge": [-0.088, -0.246, -0.122, -0.295, -0.094, -0.294, -0.106, 0.077, 0.033, 0.074, 0.076, 0.119, 0.081, 0.043, 0.090, 0.116, 0.080, 0.110, 0.065, 0.069, 0.094, 0.121], "homo_lumo_gap_ev": 9.560, "e_lumo_ev": 0.8, "smiles": "CCN(C)CC.O"}



It comes down to *x*, which is 5.8 kJ/mol more stable than the next structure.



*w*
{"formula": "C5H15NO", "method": "ωB97M-V/def2-TZVPD", "symbols": ["O", "N", "C", "C", "C", "C", "C", "H", "H", "H", "H", "H", "H", "H", "H", "H", "H", "H", "H", "H", "H", "H"], "xyz": [[-2.6116, 2.2113, 0.1628], [0.4941, -1.2688, 0.8635], [0.2453, -0.7607, -0.5034], [2.4752, 0.3792, -0.8324], [-0.5532, -1.0980, 1.8956], [0.9595, 0.5915, -0.7507], [-1.2428, -0.7410, -0.8633], [-2.5392, 3.1584, -0.0072], [-1.8038, -0.1492, -0.1530], [0.5775, 0.9324, -1.7159], [-0.4206, -0.1447, 2.4239], [-1.5819, -1.1108, 1.5382], [0.6526, -1.5349, -1.1593], [-0.4075, -1.9185, 2.5906], [2.7215, 0.1049, -1.8550], [0.5842, 1.2373, 0.0371], [-1.6953, 1.9873, 0.3940], [2.8086, -0.2590, -0.0184], [-1.3117, -0.4394, -1.9101], [1.2900, -0.7585, 1.2480], [-1.6558, -1.7391, -0.6853], [3.0148, 1.3201, -0.6997]], "lowdin_charge": [-0.063, -0.083, -0.430, -0.097, -0.125, -0.219, -0.069, 0.039, 0.035, 0.105, 0.074, 0.062, 0.125, 0.069, 0.076, 0.099, 0.017, 0.065, 0.087, 0.080, 0.086, 0.067], "homo_lumo_gap_ev": 9.263, "e_lumo_ev": 0.7, "smiles": "CC[C@H](C)NC.O"}



*x*
{"formula": "C5H15NO", "method": "ωB97M-V/def2-TZVPD", "symbols": ["O", "N", "C", "C", "C", "C", "C", "H", "H", "H", "H", "H", "H", "H", "H", "H", "H", "H", "H", "H", "H", "H"], "xyz": [[-2.6277, 0.6867, 1.7550], [-0.3489, -1.1151, 1.3066], [-0.6314, 0.8352, -2.0510], [0.6262, 0.6814, -0.0109], [0.6181, -0.8256, 0.1533], [-0.4911, 1.4262, -0.7385], [2.0522, -1.3482, 0.2402], [-1.2621, 1.4335, -2.7313], [-2.0977, 0.4179, 1.0136], [0.2646, -1.3740, -0.7139], [-2.1463, 0.3451, 2.4957], [-0.3377, 2.5743, -0.9257], [0.3171, 0.4461, -2.4128], [1.5758, 1.1167, -0.4085], [-1.2571, -0.0514, -2.2586], [0.0855, -1.1620, 2.2192], [2.7244, -0.7947, 0.8090], [2.0019, -2.2269, 0.8949], [-0.9251, -2.0135, 1.1764], [0.6990, 1.0361, 1.0209], [-1.4097, 1.5382, -0.1531], [2.5701, -1.6259, -0.6802]], "lowdin_charge": [-0.065, 0.020, -0.164, -0.214, -0.412, -0.284, -0.074, 0.084, -0.032, 0.120, 0.008, 0.148, 0.081, 0.125, 0.078, 0.066, 0.046, 0.075, 0.114, 0.113, 0.082, 0.084], "homo_lumo_gap_ev": 10.635, "e_lumo_ev": 0.9, "smiles": "CCC[C@@H](C)N.O"}



It comes down to *w*, which is 50.5 kJ/mol more stable than the next structure.



*w*
{"formula": "C3H5N2", "method": "ωB97M-V/def2-TZVPD", "symbols": ["N", "N", "C", "C", "C", "H", "H", "H", "H", "H"], "xyz": [[-0.1561, -1.1981, 0.1551], [1.6344, 0.2024, -0.0994], [-0.7969, 0.8688, -0.0489], [0.4565, 0.1576, 0.3196], [-0.4574, -0.2920, -0.9563], [-0.9028, -1.4490, 0.8135], [-1.6418, 0.7550, 0.6244], [-0.7369, 1.8701, -0.4626], [2.1318, 1.0697, -0.2766], [0.4692, -1.9844, -0.0689]], "lowdin_charge": [0.145, 0.334, 0.000, -0.420, 0.141, 0.198, 0.139, 0.134, 0.136, 0.194], "homo_lumo_gap_ev": 8.926, "total_charge": 1, "e_lumo_ev": -6.7}



*x*
{"formula": "C3H5N2", "method": "ωB97M-V/def2-TZVPD", "symbols": ["N", "N", "C", "C", "C", "H", "H", "H", "H", "H"], "xyz": [[-0.0540, -1.0859, -0.0523], [-0.8233, 0.8416, -0.0881], [-1.3615, -0.4658, -0.0285], [2.0132, 0.2052, 0.0247], [0.5275, 0.1375, -0.0105], [-1.9149, -0.8624, 0.8573], [2.6097, -0.6797, 0.4134], [-1.2581, 1.7349, -0.0186], [2.5168, 1.0179, -0.3459], [-2.2552, -0.8432, -0.7515]], "lowdin_charge": [0.199, 0.116, -0.220, 0.376, -0.187, 0.165, 0.144, 0.135, 0.063, 0.210], "homo_lumo_gap_ev": [6.876, 7.379], "total_charge": 1, "e_lumo_ev": [-8.3, -8.0]}



It comes down to *w*, which is 7.1 kJ/mol more stable than the next structure.



*w*
{"formula": "C6H6O3", "method": "ωB97M-V/def2-TZVPD", "symbols": ["O", "O", "O", "C", "C", "C", "C", "C", "C", "H", "H", "H", "H", "H", "H"], "xyz": [[-2.4146, -1.7850, 0.1961], [-0.1997, -1.3928, 0.6382], [1.7920, -1.7066, 1.7160], [1.1579, -0.8521, 0.9236], [-0.4214, 1.2092, -0.8629], [1.5851, 0.3079, 0.4414], [-1.4516, -0.8959, -0.0088], [-1.5100, 0.2628, -0.6501], [0.8456, 1.2200, -0.4243], [1.1986, -2.4478, 1.9049], [1.4475, 2.0593, -0.7492], [2.5909, 0.5989, 0.7007], [-2.0227, -2.5687, 0.6102], [-2.4646, 0.5267, -1.0789], [-0.7150, 2.0343, -1.4996]], "lowdin_charge": [0.114, -0.001, 0.115, -0.308, -0.104, -0.039, -0.305, -0.040, -0.104, 0.128, 0.095, 0.112, 0.129, 0.113, 0.095], "homo_lumo_gap_ev": 7.788, "e_lumo_ev": 0.5, "smiles": "OC1=CC=CC=C(O)O1"}



*x*
{"formula": "C6H6O3", "method": "ωB97M-V/def2-TZVPD", "symbols": ["O", "O", "O", "C", "C", "C", "C", "C", "C", "H", "H", "H", "H", "H", "H"], "xyz": [[-0.5124, 1.5076, 2.2669], [2.2266, 0.1017, -1.4189], [-2.0389, -1.6009, -0.9719], [-1.0904, -0.8880, -0.4048], [0.1599, -0.9309, -0.9960], [0.8434, 0.8556, 0.3842], [-0.3933, 0.7288, 1.1417], [-1.5302, -0.0612, 0.6493], [1.1416, -0.0040, -0.6376], [0.3714, -1.5403, -1.8444], [-2.4931, 0.1116, 1.0888], [-1.7036, -2.4060, -1.5278], [2.9698, 0.5828, -0.9785], [0.4875, 1.8142, 2.5657], [1.5617, 1.7289, 0.6831]], "lowdin_charge": [-0.020, 0.059, 0.034, -0.378, 0.018, -0.005, -0.275, 0.078, -0.376, 0.115, 0.113, 0.173, 0.133, 0.188, 0.143], "homo_lumo_gap_ev": 8.853, "e_lumo_ev": 0.6, "smiles": "Oc1cc(O)cc(O)c1"}



It comes down to *x*, which is 102.8 kJ/mol more stable than the next structure.



*w*
{"formula": "C11H18O", "method": "ωB97M-V/def2-TZVPD", "symbols": ["O", "C", "C", "C", "C", "C", "C", "C", "C", "C", "C", "C", "H", "H", "H", "H", "H", "H", "H", "H", "H", "H", "H", "H", "H", "H", "H", "H", "H", "H"], "xyz": [[-2.8694, 0.1711, -1.2310], [-1.1187, -2.2654, 0.8321], [-1.9624, -0.7989, -0.8846], [0.6683, 2.1417, 0.2032], [-0.1695, -2.2704, -1.3165], [0.2402, 3.6045, -0.0220], [0.0470, 1.4700, 1.4365], [-0.0983, -2.7596, 0.0139], [-2.0301, -1.3044, 0.3927], [1.1109, -3.5097, 0.4402], [-1.0928, -1.3896, -1.8191], [2.2108, 1.9431, 0.0580], [2.5669, 2.7786, -0.5436], [-0.9755, -1.0155, -2.8256], [0.2520, 1.6778, -0.7006], [-1.2794, -2.7846, 1.7740], [0.9704, -4.5706, 0.6784], [0.1992, 2.1149, 2.2971], [-0.9991, 1.2803, 1.2121], [1.9144, -3.4156, -0.2876], [-2.6711, -0.9581, 1.1900], [-0.7161, 3.6047, -0.5460], [-3.1605, 0.0436, -2.1457], [0.6256, -2.6796, -1.9390], [2.6483, 2.1321, 1.0421], [1.5161, -3.1279, 1.3805], [0.5553, 0.5168, 1.5720], [0.2491, 4.2514, 0.8565], [0.8905, 4.1279, -0.7349], [2.4779, 0.9914, -0.3831]], "lowdin_charge": [0.031, -0.047, -0.335, -0.472, -0.060, -0.093, -0.072, -0.275, -0.037, -0.065, -0.020, -0.074, 0.058, 0.113, 0.110, 0.114, 0.080, 0.075, 0.063, 0.073, 0.118, 0.071, 0.109, 0.107, 0.074, 0.079, 0.070, 0.072, 0.065, 0.066], "homo_lumo_gap_ev": 9.274, "e_lumo_ev": 0.8, "smiles": "Cc1ccc(O)cc1.CC(C)C"}



*x*
{"formula": "C11H18O", "method": "ωB97M-V/def2-TZVPD", "symbols": ["O", "C", "C", "C", "C", "C", "C", "C", "C", "C", "C", "C", "H", "H", "H", "H", "H", "H", "H", "H", "H", "H", "H", "H", "H", "H", "H", "H", "H", "H"], "xyz": [[1.5927, 2.4402, 3.1466], [0.4030, -1.5013, -3.0385], [1.3224, -1.7383, -0.8083], [0.4471, -0.9031, -1.6351], [-0.2270, 2.3500, 1.4539], [-1.3176, 1.5830, 0.9476], [0.5166, 0.4572, 2.7857], [-2.4574, -0.5250, 0.4147], [-1.3256, 0.2165, 1.1612], [-0.4896, -0.2912, 2.1662], [0.8425, 0.6550, -1.6103], [0.6010, 1.7941, 2.4439], [-0.6631, -0.9213, -1.2712], [-0.2077, -2.3476, -3.1242], [0.1306, 1.3118, -1.1093], [-2.7920, -0.0409, -0.5365], [2.2348, -1.9218, -1.4564], [1.7671, 0.8439, -1.1614], [2.2434, 1.9607, 3.2895], [-3.2566, -0.6238, 0.9941], [-0.1783, 3.4000, 1.2015], [-0.6788, -1.3696, 2.2940], [-2.0588, -1.4669, -0.0890], [-2.1405, 2.1490, 0.2557], [0.8297, -2.6462, -0.6296], [1.5546, -1.2564, 0.1720], [1.1259, -0.0386, 3.5963], [0.7532, 1.1004, -2.6489], [1.2552, -1.9618, -3.4139], [0.1730, -0.7079, -3.7903]], "lowdin_charge": [0.114, -0.095, -0.108, -0.459, -0.011, -0.079, -0.026, -0.055, -0.297, -0.050, -0.041, -0.291, 0.110, 0.056, 0.036, 0.090, 0.107, 0.044, -0.042, 0.020, 0.108, 0.121, 0.087, 0.167, 0.058, 0.084, 0.140, 0.082, 0.043, 0.089], "homo_lumo_gap_ev": 9.614, "e_lumo_ev": 0.9, "smiles": "Cc1ccc(O)cc1.CC(C)C"}



It comes down to *w*, which is 211.1 kJ/mol more stable than the next structure.